{
  "formula": "C4H8O3",
  "method": "ωB97M-V/def2-TZVPD",
  "e_tot_ev": -10417.9405,
  "mol_weight_da": 104.1,
  "homo_energy_ev": -9.4,
  "gap_ev": 10.332,
  "symbols": ["O", "O", "O", "C", "C", "C", "C", "H", "H", "H", "H", "H", "H", "H", "H"],
  "coordinates": [[-1.542, 0.603, 0.325], [-0.258, -0.974, -0.619], [2.262, -0.928, 0.194], [-2.659, -0.231, -0.004], [0.834, 0.799, 0.488], [-0.352, 0.091, -0.005], [2.034, 0.438, -0.340], [-2.543, -1.222, 0.446], [0.689, 1.833, 0.832], [1.924, 0.333, -1.421], [-3.536, 0.281, 0.395], [-2.742, -0.348, -1.087], [1.475, -0.303, 1.113], [2.912, 1.035, -0.096], [1.502, -1.407, -0.221]],
  "nbo_charge": [-0.495, -0.698, -0.719, -0.262, -0.653, 0.779, -0.093, 0.195, 0.242, 0.198, 0.195, 0.194, 0.396, 0.203, 0.517]
}

{
  "formula": "C6H5N3",
  "method": "ωB97M-V/def2-TZVPD",
  "e_tot_ev": -10764.2745,
  "mol_weight_da": 119.1,
  "homo_energy_ev": [-9.0, -9.0],
  "gap_ev": [6.701, 6.739],
  "symbols": ["N", "N", "N", "C", "C", "C", "C", "C", "C", "H", "H", "H", "H", "H"],
  "coordinates": [[2.437, 1.885, 0.341], [-1.471, -0.450, 0.629], [-0.909, 1.557, -0.426], [-2.236, 1.632, -0.011], [-2.585, 0.392, 0.560], [1.736, -0.465, -0.064], [-0.785, 0.372, -0.046], [1.929, -1.850, -0.393], [2.165, 0.758, 0.180], [-3.219, -0.013, 1.246], [-2.860, 2.419, -0.465], [2.365, -2.176, 0.496], [2.563, -1.762, -1.368], [0.871, -2.299, -0.678]],
  "nbo_charge": [-0.165, -0.510, -0.505, -0.110, -0.128, 0.178, 0.673, -0.724, 0.043, 0.220, 0.224, 0.267, 0.272, 0.264]
}

{
  "formula": "C39H55N5O3PPdSTe",
  "method": "ωB97M-V/def2-TZVPD",
  "charge": 2,
  "e_tot_ev": -85807.1228,
  "mol_weight_da": 939.0,
  "homo_energy_ev": [-12.4, -12.4],
  "multiplicity": 2,
  "gap_ev": [4.878, 4.567],
  "symbols": ["Te", "Pd", "S", "P", "O", "O", "O", "N", "N", "N", "N", "N", "C", "C", "C", "C", "C", "C", "C", "C", "C", "C", "C", "C", "C", "C", "C", "C", "C", "C", "C", "C", "C", "C", "C", "C", "C", "C", "C", "C", "C", "C", "C", "C", "C", "C", "C", "C", "C", "C", "C", "H", "H", "H", "H", "H", "H", "H", "H", "H", "H", "H", "H", "H", "H", "H", "H", "H", "H", "H", "H", "H", "H", "H", "H", "H", "H", "H", "H", "H", "H", "H", "H", "H", "H", "H", "H", "H", "H", "H", "H", "H", "H", "H", "H", "H", "H", "H", "H", "H", "H", "H", "H", "H", "H", "H"],
  "coordinates": [[2.604, -1.442, -0.714], [-0.597, 0.721, 0.072], [-2.597, 0.771, 1.773], [-1.773, 2.788, -1.400], [-1.684, 1.918, 1.722], [-2.082, -0.376, 2.465], [3.563, 0.806, -0.666], [-2.769, 0.393, 0.204], [-3.851, -1.665, 0.323], [-1.750, -1.410, -0.723], [1.352, 0.610, -0.567], [-8.088, 2.100, 3.459], [5.499, -1.431, 0.795], [3.045, -1.533, 1.353], [-4.995, 0.237, 2.924], [-0.721, 4.270, -0.886], [2.415, 1.323, -0.769], [2.166, -4.551, 0.334], [-1.653, 2.247, -3.203], [-1.203, 4.768, 0.475], [-1.743, -2.700, -1.023], [5.240, -1.984, -2.761], [3.623, -1.617, 4.080], [-3.575, 3.235, -1.134], [-2.816, -0.927, -0.054], [-0.517, 5.422, -1.869], [0.567, -1.515, 1.855], [2.391, 2.763, -1.223], [4.640, -1.557, 3.137], [5.581, -4.390, -2.238], [6.059, -6.820, -1.831], [-1.164, 3.284, -4.204], [4.147, -5.612, -0.769], [4.820, -3.236, -2.060], [-2.780, -3.540, -0.660], [-4.664, 2.537, 2.284], [-4.528, 2.122, -1.570], [-0.805, 0.980, -3.275], [2.000, -1.576, 2.277], [-3.828, -2.948, 0.036], [-5.962, 2.830, 2.636], [3.914, -1.632, 5.544], [-3.991, 4.544, -1.804], [-6.284, 0.526, 3.308], [3.361, -4.490, -0.561], [4.378, -1.517, 1.773], [-4.187, 1.237, 2.393], [-6.809, 1.824, 3.144], [2.305, -1.629, 3.631], [5.257, -5.581, -1.608], [3.743, -3.308, -1.185], [-3.809, 4.511, -2.876], [-8.672, 1.399, 3.880], [-5.062, 4.674, -1.652], [4.977, -1.511, 5.732], [6.220, -1.666, -2.404], [6.349, -0.918, 1.238], [-6.905, -0.241, 3.744], [2.257, 3.425, -0.373], [-4.592, -0.756, 3.046], [-0.447, 5.432, 0.889], [-0.810, 0.592, -4.291], [5.174, -0.882, -0.091], [6.898, -6.636, -2.494], [4.527, -1.172, -2.585], [3.375, -0.826, 6.039], [0.211, -0.470, 1.986], [2.426, -4.207, 1.335], [-1.203, 0.212, -2.604], [-2.134, 5.323, 0.407], [6.439, -4.341, -2.891], [-4.162, 1.142, -1.279], [-1.358, 2.924, -5.213], [1.373, -3.909, -0.058], [-3.647, 3.341, -0.048], [1.501, -1.661, 4.353], [3.359, 2.985, -1.671], [0.228, 1.192, -2.995], [0.040, 6.207, -1.360], [-1.327, 3.936, 1.164], [-0.094, 3.446, -4.121], [-6.336, 3.838, 2.542], [-0.881, -3.067, -1.567], [-1.684, 4.227, -4.083], [-4.682, -3.514, 0.382], [5.824, -2.429, 0.498], [5.324, -2.156, -3.832], [1.599, 2.912, -1.954], [0.070, 5.124, -2.732], [0.448, -1.828, 0.806], [6.434, -7.197, -0.881], [-2.771, -4.588, -0.898], [-1.453, 5.855, -2.207], [-2.685, 1.981, -3.452], [5.664, -1.524, 3.475], [5.436, -7.599, -2.267], [-3.992, 3.314, 1.959], [-0.065, -2.138, 2.488], [-8.459, 3.031, 3.367], [3.877, -6.532, -0.272], [1.791, -5.567, 0.412], [-5.492, 2.270, -1.086], [0.249, 3.801, -0.707], [3.583, -2.573, 5.983], [-4.692, 2.141, -2.644], [-3.488, 5.409, -1.380]],
  "mulliken_spin": [-0.408, 0.407, -0.021, 0.226, 0.092, 0.001, 0.000, 0.123, 0.004, 0.021, 0.122, 0.004, -0.002, -0.076, -0.001, 0.062, 0.021, -0.045, 0.060, 0.011, -0.005, 0.003, -0.002, 0.018, -0.012, 0.022, 0.068, 0.027, -0.002, 0.018, 0.004, 0.011, 0.014, -0.006, -0.002, 0.001, 0.003, 0.027, 0.069, -0.001, -0.001, 0.001, 0.017, 0.000, 0.030, 0.030, 0.000, 0.005, 0.000, -0.015, 0.153, -0.001, 0.000, 0.002, 0.000, -0.002, 0.000, 0.000, 0.001, 0.000, 0.000, 0.000, 0.009, 0.000, 0.014, 0.000, 0.012, 0.004, -0.007, 0.000, 0.000, -0.001, 0.003, -0.014, 0.009, 0.000, -0.004, -0.008, 0.001, -0.006, 0.001, 0.000, 0.005, -0.004, 0.000, -0.001, 0.000, 0.003, 0.001, -0.076, -0.001, 0.000, -0.001, 0.006, -0.001, -0.001, 0.001, -0.001, 0.000, 0.003, -0.004, 0.000, -0.012, 0.000, 0.000, 0.000]
}